Entry 1:
Computed, not measured: a 3-piece molecular cluster, C32H78N9O4P2 overall, with the ωB97M-V functional and the def2-TZVPD basis.

Cartesian coordinates (Å):
C1 4.602 -0.479 2.525
C2 3.844 0.431 3.480
O1 4.521 1.672 3.574
C3 3.714 2.821 3.383
C4 3.608 3.201 1.894
C5 2.312 2.710 1.200
C6 2.559 1.864 -0.067
C7 1.929 0.450 0.002
C8 1.328 0.024 -1.339
C9 0.218 1.003 -1.795
N1 -1.020 0.230 -2.029
C10 -1.349 -0.580 -0.989
N2 -2.408 -0.415 -0.222
C11 -3.312 0.737 -0.398
C12 -2.695 2.050 0.124
C13 -2.758 -1.361 0.846
C14 -2.581 -0.772 2.262
C15 -3.900 -0.395 2.963
O2 -3.780 0.868 3.614
N3 -0.493 -1.612 -0.781
C16 0.842 -1.435 -1.428
C17 1.801 -2.456 -0.820
C18 3.112 -2.531 -1.644
C19 1.141 -3.853 -0.704
C20 0.597 -4.171 0.712
H1 4.069 -1.418 2.368
H2 5.616 -0.656 2.877
H3 4.678 0.029 1.559
H4 2.807 0.562 3.156
H5 3.811 -0.053 4.463
H6 2.717 2.675 3.812
H7 4.235 3.628 3.897
H8 4.504 2.797 1.422
H9 3.645 4.288 1.813
H10 1.730 2.127 1.918
H11 1.709 3.588 0.964
H12 2.199 2.408 -0.942
H13 3.630 1.723 -0.224
H14 2.707 -0.234 0.330
H15 1.109 0.497 0.731
H16 2.131 0.111 -2.075
H17 0.498 1.486 -2.728
H18 0.062 1.779 -1.041
H19 -1.793 0.755 -2.411
H20 -3.561 0.862 -1.449
H21 -4.200 0.534 0.191
H22 -1.960 1.854 0.905
H23 -2.175 2.594 -0.663
H24 -3.460 2.688 0.564
H25 -3.823 -1.570 0.710
H26 -2.254 -2.314 0.721
H27 -2.136 -1.574 2.853
H28 -1.881 0.062 2.277
H29 -4.737 -0.351 2.259
H30 -4.156 -1.161 3.694
H31 -4.313 1.486 3.107
H32 -0.322 -1.743 0.212
H33 0.757 -1.686 -2.488
H34 2.094 -2.188 0.198
H35 3.133 -1.820 -2.470
H36 3.217 -3.522 -2.085
H37 3.970 -2.378 -0.991
H38 0.323 -3.941 -1.421
H39 1.868 -4.625 -0.945
H40 0.655 -3.282 1.352
H41 -0.460 -4.436 0.684
H42 1.177 -4.941 1.213
O3 -5.240 6.349 3.519
P1 -4.108 6.059 4.436
N4 -4.867 5.278 5.738
C21 -4.323 5.181 7.075
C22 -5.705 4.136 5.405
N5 -3.547 7.636 4.845
C23 -3.957 8.259 6.098
C24 -3.686 8.579 3.736
N6 -2.584 5.362 4.534
C25 -2.486 3.979 4.090
C26 -1.387 5.916 5.144
H43 -3.566 4.390 7.184
H44 -5.135 4.955 7.769
H45 -3.891 6.116 7.413
H46 -5.119 3.213 5.276
H47 -6.256 4.327 4.485
H48 -6.440 3.962 6.193
H49 -5.038 8.198 6.275
H50 -3.674 9.312 6.083
H51 -3.431 7.828 6.949
H52 -4.707 8.961 3.635
H53 -3.413 8.111 2.791
H54 -3.009 9.421 3.896
H55 -2.470 3.276 4.930
H56 -1.587 3.819 3.487
H57 -3.340 3.725 3.457
H58 -1.449 5.918 6.236
H59 -1.183 6.925 4.801
H60 -0.528 5.301 4.863
O4 3.547 -5.625 -4.710
P2 2.911 -5.911 -6.032
N7 2.916 -4.352 -6.727
C27 1.960 -3.883 -7.706
C28 4.219 -3.722 -6.888
N8 1.345 -6.408 -5.450
C29 0.270 -5.439 -5.347
C30 1.430 -7.205 -4.231
N9 2.764 -6.833 -7.424
C31 3.958 -6.950 -8.262
C32 1.557 -7.417 -7.987
H61 2.174 -4.220 -8.731
H62 1.975 -2.790 -7.713
H63 0.943 -4.169 -7.460
H64 4.735 -4.061 -7.796
H65 4.854 -3.941 -6.031
H66 4.110 -2.636 -6.945
H67 0.575 -4.508 -4.844
H68 -0.556 -5.876 -4.782
H69 -0.145 -5.193 -6.325
H70 1.577 -6.590 -3.335
H71 2.258 -7.911 -4.285
H72 0.510 -7.784 -4.115
H73 3.911 -6.286 -9.132
H74 4.087 -7.974 -8.615
H75 4.855 -6.699 -7.692
H76 0.909 -6.655 -8.429
H77 0.991 -7.980 -7.252
H78 1.837 -8.115 -8.778

Force components x, y, z for each atom (eV/Å):
-0.3 0.4 -0.4
0.3 -0.5 0.0
-0.3 -0.1 0.2
0.5 0.2 -0.5
-0.5 0.0 0.4
0.6 0.0 0.0
-0.2 -0.2 0.1
-0.5 0.7 -0.3
0.6 0.2 -0.3
0.5 -0.6 -0.2
-0.7 0.3 0.1
0.2 -0.5 0.0
-0.3 -0.2 -0.4
0.7 0.6 0.4
0.2 -0.2 0.1
-0.7 0.3 0.1
0.0 -1.0 0.0
0.1 0.5 -0.2
-0.1 -0.2 -0.1
0.9 1.4 0.7
0.2 -0.2 0.0
0.5 -0.8 -0.2
-0.3 -0.1 0.1
-0.2 -0.1 0.5
-0.2 0.7 -0.2
0.1 -0.1 0.1
0.0 -0.1 0.1
0.1 -0.1 0.0
0.0 0.1 -0.1
0.0 0.2 0.1
0.0 0.1 0.2
-0.1 -0.1 0.2
0.0 0.1 -0.1
0.2 0.0 0.0
0.0 0.0 0.0
-0.1 -0.1 -0.1
0.0 -0.1 0.0
0.0 0.2 0.0
-0.2 -0.2 0.2
0.2 -0.3 0.2
0.0 -0.1 0.0
-0.1 0.0 0.0
-0.1 0.0 0.0
0.1 0.2 0.1
-0.4 -0.2 0.1
-0.1 -0.3 -0.3
-0.1 -0.1 0.1
-0.1 0.1 0.0
0.0 0.1 -0.2
0.0 -0.2 -0.1
0.2 0.1 -0.2
0.2 0.2 0.1
-0.1 0.1 0.0
0.1 -0.1 -0.1
0.0 0.1 0.1
0.0 0.2 0.2
-0.3 -0.5 0.0
-0.3 0.0 0.0
-0.3 0.3 0.0
0.1 0.1 0.1
0.0 0.0 -0.1
0.1 0.1 -0.2
0.1 -0.1 -0.1
0.0 0.1 -0.2
0.1 -0.1 0.1
0.1 -0.3 0.1
-0.1 -0.1 0.0
1.1 -1.9 -1.8
-0.4 2.9 3.6
-0.4 0.1 0.0
0.4 -0.3 0.0
-0.2 0.1 -0.2
-0.1 -0.1 0.4
0.0 0.0 0.1
0.0 0.0 -0.2
-0.4 -0.8 -2.1
0.0 -0.1 0.2
0.2 0.2 -0.1
0.0 0.0 0.0
0.0 0.0 -0.1
0.1 -0.1 -0.1
0.0 0.0 0.1
0.1 0.1 0.0
0.1 0.0 0.1
0.0 0.0 0.0
0.0 0.0 -0.1
0.0 0.0 0.0
0.0 0.0 0.0
0.0 0.0 0.0
0.0 0.0 0.1
0.0 -0.1 0.0
0.0 0.0 0.0
0.0 0.0 0.1
0.0 0.0 0.0
-0.1 0.0 0.1
-0.1 -0.1 0.0
2.5 -1.6 -1.0
-4.7 2.2 0.8
0.1 0.2 0.3
0.1 -0.3 -0.5
0.2 0.0 0.3
-0.4 0.3 -0.3
0.0 0.0 -0.1
0.1 -0.1 0.0
2.2 -0.8 0.5
0.0 0.2 -0.1
-0.2 -0.4 0.1
0.0 0.0 0.0
0.1 0.0 0.0
0.1 -0.1 0.0
0.0 0.1 0.0
-0.1 -0.1 0.0
-0.1 0.0 0.0
-0.1 0.0 0.0
0.1 0.0 0.1
0.0 0.0 0.0
0.0 0.0 0.0
0.0 0.0 0.0
0.0 0.0 -0.1
0.0 0.0 0.0
0.0 0.0 0.0
0.0 0.1 0.0
0.0 0.0 0.0
0.0 0.1 0.1
0.1 0.1 0.0

Its lowest unoccupied orbital energy is -2.195 eV. The orbital gap is 7.71 eV. The total charge is +1. Its spin multiplicity is 1.

---

Entry 2:
Computed, not measured: C32H79B4N5O14 as an isolated structure, with the ωB97M-V functional and the def2-TZVPD basis.

Cartesian coordinates (Å):
C1 5.373 0.750 2.258
C2 4.688 2.091 2.254
O1 4.191 2.383 0.947
C3 2.994 1.721 0.658
C4 2.836 1.549 -0.862
B1 1.307 1.712 -1.138
O2 0.787 2.961 -1.485
B2 -0.290 3.203 -0.662
C5 -0.485 4.491 0.217
C6 0.484 4.586 1.337
C7 0.152 3.897 2.643
N1 1.564 5.204 1.185
O3 -1.251 2.195 -0.618
B3 -0.634 1.024 -0.211
B4 -1.257 0.213 1.139
O4 -0.589 0.031 2.320
O5 -2.544 -0.268 1.045
C8 -3.416 0.606 1.795
O6 0.473 0.618 -0.946
H1 6.243 0.812 1.624
H2 4.751 -0.035 1.844
H3 5.643 0.439 3.256
H4 3.863 2.136 2.963
H5 5.373 2.879 2.518
H6 2.922 0.742 1.122
H7 2.144 2.320 1.028
H8 3.152 0.549 -1.114
H9 3.424 2.289 -1.381
H10 -0.459 5.404 -0.364
H11 -1.474 4.422 0.654
H12 0.974 3.251 2.911
H13 -0.039 4.613 3.428
H14 -0.728 3.268 2.515
H15 2.106 5.163 2.047
H16 0.055 0.757 2.371
H17 -3.199 0.537 2.853
H18 -4.424 0.282 1.600
H19 -3.270 1.643 1.499
C9 0.388 -5.584 0.247
O7 1.570 -6.148 0.783
C10 2.501 -6.594 -0.195
C11 3.746 -5.733 -0.189
N2 3.465 -4.399 -0.704
C12 4.547 -3.436 -0.514
C13 4.940 -3.067 0.913
O8 3.947 -2.345 1.621
C14 2.961 -3.142 2.256
H20 -0.302 -5.420 1.073
H21 0.581 -4.622 -0.240
H22 -0.083 -6.262 -0.471
H23 2.050 -6.627 -1.190
H24 2.785 -7.615 0.076
H25 4.510 -6.203 -0.816
H26 4.123 -5.707 0.842
H27 2.636 -4.041 -0.248
H28 4.242 -2.515 -1.019
H29 5.435 -3.803 -1.037
H30 5.801 -2.395 0.845
H31 5.273 -3.933 1.498
H32 3.360 -4.104 2.585
H33 2.097 -3.300 1.606
H34 2.610 -2.596 3.132
C15 -1.881 0.711 -8.006
O9 -1.218 1.917 -8.333
C16 -1.822 3.082 -7.785
C17 -0.941 3.704 -6.722
N3 -0.886 2.868 -5.530
C18 0.118 3.273 -4.545
C19 1.588 3.209 -4.944
O10 2.078 1.895 -5.145
C20 1.867 1.355 -6.437
H35 -1.426 -0.084 -8.594
H36 -1.773 0.463 -6.944
H37 -2.945 0.765 -8.255
H38 -2.819 2.864 -7.391
H39 -1.937 3.799 -8.603
H40 -1.346 4.684 -6.452
H41 0.052 3.857 -7.165
H42 -0.691 1.916 -5.810
H43 -0.012 2.623 -3.682
H44 -0.111 4.291 -4.212
H45 2.163 3.612 -4.106
H46 1.819 3.844 -5.808
H47 1.882 2.127 -7.210
H48 0.926 0.799 -6.488
H49 2.675 0.650 -6.635
C21 -8.361 -1.604 -3.443
O11 -7.172 -2.110 -2.866
C22 -6.196 -2.529 -3.813
C23 -4.987 -1.618 -3.788
N4 -5.305 -0.302 -4.329
C24 -4.261 0.702 -4.124
C25 -3.918 1.101 -2.692
O12 -4.950 1.800 -2.018
C26 -5.924 0.987 -1.390
H50 -9.080 -1.459 -2.638
H51 -8.194 -0.641 -3.937
H52 -8.782 -2.310 -4.164
H53 -6.620 -2.593 -4.819
H54 -5.878 -3.534 -3.520
H55 -4.190 -2.066 -4.388
H56 -4.639 -1.562 -2.748
H57 -6.157 0.031 -3.898
H58 -4.582 1.605 -4.648
H59 -3.347 0.358 -4.619
H60 -3.078 1.797 -2.748
H61 -3.571 0.253 -2.088
H62 -5.502 0.044 -1.035
H63 -6.767 0.787 -2.057
H64 -6.311 1.540 -0.532
C27 3.307 -0.675 5.486
O13 2.045 -0.034 5.491
C28 0.953 -0.901 5.189
C29 0.073 -1.108 6.402
N5 0.747 -1.909 7.416
C30 0.060 -1.957 8.704
C31 -0.093 -0.656 9.487
O14 1.124 -0.120 9.971
C32 1.838 0.695 9.060
H65 4.069 0.098 5.579
H66 3.413 -1.368 6.328
H67 3.474 -1.217 4.549
H68 1.300 -1.856 4.787
H69 0.365 -0.408 4.414
H70 -0.843 -1.620 6.095
H71 -0.203 -0.114 6.781
H72 1.676 -1.536 7.563
H73 0.617 -2.655 9.335
H74 -0.932 -2.393 8.552
H75 -0.688 -0.884 10.375
H76 -0.653 0.105 8.930
H77 1.171 1.235 8.384
H78 2.557 0.110 8.480
H79 2.404 1.422 9.643

Force components x, y, z for each atom (eV/Å):
-0.1 -0.1 -0.1
-0.6 -0.2 -0.4
0.4 0.1 0.3
-0.4 0.3 -0.6
-0.5 -0.2 0.3
1.2 -0.4 -1.5
0.4 -0.1 1.3
-0.9 0.6 -1.1
-0.7 -0.1 -0.1
0.1 -0.2 0.5
-0.5 -0.5 -0.8
0.9 0.6 -0.2
0.2 0.3 1.1
-0.6 -0.7 -0.9
-0.3 -0.8 -0.3
0.1 1.0 0.1
-0.2 0.4 0.2
0.4 -0.5 0.0
0.0 0.5 1.0
0.5 0.0 -0.1
-0.3 -0.1 0.0
0.3 0.0 0.3
-0.2 -0.1 0.2
0.3 0.3 0.0
0.1 -0.2 0.2
0.0 0.2 0.3
0.3 -0.3 -0.3
0.2 0.2 -0.1
0.3 0.2 -0.3
-0.4 0.0 0.0
0.4 -0.1 0.3
0.0 0.2 0.3
-0.2 0.0 0.2
0.2 0.1 0.0
0.3 -0.6 0.2
0.0 -0.1 0.3
-0.4 0.1 -0.1
-0.2 0.2 -0.3
0.1 0.0 0.1
-0.1 0.1 -0.2
0.2 -0.2 0.2
-0.1 0.2 0.0
0.1 0.0 0.1
-0.2 0.0 -0.1
0.3 0.2 -0.1
-0.1 -0.2 0.1
-0.1 0.3 0.0
0.0 0.0 0.0
-0.1 0.0 -0.1
0.0 0.0 0.0
0.0 0.1 0.0
0.0 0.0 0.0
0.0 0.0 0.0
0.1 -0.1 0.0
0.0 0.0 0.0
0.1 0.0 0.0
0.0 0.0 0.0
0.0 0.0 0.0
-0.1 -0.1 0.0
0.0 0.0 -0.1
0.0 -0.2 0.0
0.0 0.0 0.0
0.1 0.1 -0.1
-0.1 -0.1 0.1
0.1 0.3 -0.2
0.1 -0.2 0.1
0.1 0.1 -0.1
-0.2 -0.2 -0.1
0.1 0.2 0.2
0.0 0.0 -0.1
0.1 -0.2 0.2
0.0 0.0 0.0
-0.1 0.0 0.0
0.0 0.0 0.1
0.0 -0.1 0.1
0.0 0.0 0.0
0.0 0.0 0.0
0.0 0.1 -0.1
0.0 0.0 0.0
0.0 0.0 0.0
0.0 0.0 0.0
0.0 0.0 0.0
-0.1 -0.1 -0.1
-0.1 0.0 0.0
-0.1 0.1 -0.1
0.0 0.0 0.0
0.1 0.0 0.1
-0.1 0.1 -0.2
0.2 -0.2 0.2
-0.2 0.2 0.0
0.1 -0.1 0.1
-0.2 0.0 -0.1
0.3 0.1 -0.1
0.0 -0.2 0.0
0.0 0.3 0.0
0.0 0.0 0.0
-0.1 0.0 -0.1
0.0 0.0 0.0
0.0 0.1 0.0
0.0 0.0 0.0
0.0 0.0 0.0
0.1 -0.1 0.0
0.0 0.0 0.0
0.1 0.0 0.0
0.0 0.0 0.0
0.0 0.0 0.0
-0.1 -0.1 0.0
0.0 -0.1 -0.1
0.0 -0.2 0.0
0.0 0.0 0.0
0.0 0.1 0.0
0.2 -0.2 0.0
-0.3 0.3 -0.1
0.2 0.0 0.2
-0.1 0.1 0.0
0.2 -0.1 -0.1
-0.2 -0.1 0.2
0.0 0.1 -0.1
0.1 0.0 0.2
0.0 0.0 0.0
0.0 -0.1 -0.1
0.1 0.0 0.1
0.1 0.0 0.1
0.0 -0.1 0.0
0.0 0.0 0.0
-0.1 0.0 -0.1
0.0 0.0 0.0
-0.1 0.0 0.0
0.0 0.0 0.0
0.0 0.0 0.0
0.1 0.0 -0.1
0.0 -0.1 -0.1
0.0 0.1 -0.1
0.0 0.0 0.0

Its lowest unoccupied orbital energy is 0.340 eV. The orbital gap is 8.89 eV. Its spin multiplicity is 1.

---

Number 1: HOMO energy -9.9 eV, molecular weight 715.0 g mol⁻¹, energy -74620.8878 eV. Number 2: HOMO energy -8.5 eV, molecular weight 801.3 g mol⁻¹, energy -73288.4386 eV.